(1)
Entry from OMol25: a molecular structure, CH5NO2Si in a non-equilibrium geometry (ωB97M-V with the def2-TZVPD basis set).

```
10
Properties=species:S:1:pos:R:3:forces:R:3
C 0.170 -0.434 0.647 -2.6 2.3 2.9
N -0.326 1.461 0.786 2.8 -1.5 0.4
O -0.973 2.067 -0.020 -0.2 -0.8 0.3
O 0.323 1.929 1.707 -1.0 -0.1 -0.5
Si 0.171 -0.893 -1.087 1.9 0.8 -2.2
H 0.945 -0.524 1.437 -0.6 0.4 -0.8
H -0.852 -0.737 1.048 1.5 0.1 -0.2
H 1.524 -1.509 -1.559 -1.2 0.5 0.4
H -0.907 -1.821 -1.215 -0.7 -0.6 -0.4
H -0.076 0.462 -1.744 0.1 -1.0 0.0
```
Forces are in eV/Å.

Summary:
- Multiplicity: 1
- Highest occupied orbital energy: -10.21 eV

=====

(2)
Entry from OMol25: C4H10NOP in the gas phase in a non-equilibrium geometry (ωB97M-V with the def2-TZVPD basis set).

```
17
Properties=species:S:1:pos:R:3:forces:R:3
C 0.446 1.349 0.500 0.2 -2.9 1.8
C -0.203 0.093 -0.122 0.5 -1.8 -0.5
C -1.161 0.291 -1.326 -1.5 0.1 1.3
C -0.946 -0.773 0.931 2.0 -1.1 0.8
N 0.927 -0.793 -0.703 -0.6 1.0 4.9
O 2.367 0.851 0.738 -3.7 1.9 -0.4
P 2.438 -0.578 0.066 0.1 -1.8 0.8
H 0.677 2.105 -0.161 0.5 1.7 -1.1
H -0.083 1.614 1.469 1.4 -0.1 -1.0
H -1.629 -0.674 -1.630 1.1 0.4 0.0
H -0.683 0.827 -2.124 0.0 0.1 -0.6
H -2.107 0.799 -1.013 0.9 0.3 -0.1
H -1.876 -0.372 1.314 -0.5 0.1 -0.5
H -0.290 -0.777 1.854 -0.5 -0.4 -0.9
H -1.010 -1.858 0.552 -0.2 1.8 0.6
H 0.983 -0.745 -1.635 0.1 0.4 -4.2
H 2.151 -1.359 1.289 0.0 0.2 -0.8
```
Forces are in eV/Å.

Summary:
- Multiplicity: 1
- Highest occupied orbital energy (alpha / beta): -8.18 / -8.18 eV

=====

(3)
Entry from OMol25: a molecular structure, C14H21AuN3O4S2 (ωB97M-V with the def2-TZVPD basis set).

```
45
Properties=species:S:1:pos:R:3:forces:R:3
Au 1.704 -1.529 1.759 0.2 -0.2 0.3
C 3.282 5.174 -0.425 -0.1 -0.1 0.0
C 2.455 3.921 -0.554 0.0 0.1 0.0
C 1.995 3.484 -1.789 0.0 0.0 0.1
C 1.267 2.305 -1.900 0.0 0.0 0.0
C 1.000 1.561 -0.766 -0.1 -0.1 0.0
C 1.443 1.986 0.479 0.0 0.0 0.0
C 2.161 3.164 0.581 0.0 -0.1 0.0
S 0.043 0.052 -0.862 -0.2 -0.2 -0.1
O -0.506 0.047 -2.212 0.2 0.0 0.0
O -0.959 0.181 0.193 0.0 -0.3 0.0
N 0.984 -1.163 -0.543 -0.2 0.3 -0.3
C 2.199 -1.225 -1.352 0.0 0.1 0.2
C 3.538 -1.185 -0.567 0.1 0.0 -0.2
O 4.550 -1.029 -1.247 -0.1 -0.1 0.1
O 3.545 -1.336 0.712 -0.4 0.0 0.1
H 3.473 5.623 -1.399 0.0 0.0 0.0
H 4.242 4.940 0.038 0.0 0.1 0.0
H 2.779 5.913 0.203 0.0 0.0 0.0
H 2.219 4.062 -2.679 0.0 0.0 0.0
H 0.901 1.955 -2.856 0.0 0.0 0.0
H 1.216 1.379 1.348 0.0 0.1 0.0
H 2.516 3.493 1.551 0.0 0.0 0.0
H 2.262 -0.399 -2.066 0.1 -0.1 -0.1
H 2.218 -2.147 -1.943 0.0 0.0 0.0
C -3.901 0.180 1.722 0.1 -0.1 0.0
C -3.641 -1.287 1.407 0.0 0.2 0.0
N -2.651 -1.841 2.337 -0.1 0.1 -0.1
C -1.383 -2.137 1.969 0.2 -0.6 0.4
S -0.150 -1.776 3.113 0.3 0.4 0.0
N -1.125 -2.865 0.891 -0.2 0.6 -0.5
C -2.091 -3.567 0.058 0.0 -0.1 -0.1
C -2.029 -3.147 -1.404 0.0 0.1 0.1
H -4.644 0.581 1.032 0.0 0.0 0.0
H -2.969 0.732 1.592 0.0 0.1 0.0
H -4.268 0.312 2.743 0.0 0.0 0.0
H -3.240 -1.342 0.398 0.0 0.0 0.0
H -4.566 -1.867 1.477 0.0 0.0 -0.1
H -2.657 -1.381 3.235 0.0 0.0 0.0
H -0.229 -2.636 0.450 0.2 -0.1 0.1
H -3.092 -3.421 0.456 0.1 -0.1 0.1
H -1.862 -4.634 0.141 -0.1 0.0 0.0
H -2.094 -2.064 -1.506 0.0 0.0 0.0
H -2.849 -3.609 -1.956 0.0 0.0 0.0
H -1.086 -3.458 -1.856 0.0 0.1 0.0
```
Forces are in eV/Å.

Summary:
- Charge: -1
- Multiplicity: 1
- Highest occupied orbital energy: -4.35 eV

=====

(4)
Entry from OMol25: 2 unconnected molecules or ions with the total composition C2H5OS in a non-equilibrium geometry (ωB97M-V with the def2-TZVPD basis set).

```
9
Properties=species:S:1:pos:R:3:forces:R:3
S 1.501 4.294 -0.151 -0.1 0.0 0.2
H 1.881 3.391 -1.060 0.1 -0.1 -0.2
O -1.496 -2.377 0.923 -0.9 -0.6 -0.4
C -0.952 -1.306 0.850 1.6 -1.4 -0.3
C -0.194 -0.866 -0.369 1.2 0.5 -0.3
H -0.856 -0.796 1.779 0.1 1.5 0.8
H -0.101 0.262 -0.348 -0.4 -1.2 -0.7
H -0.705 -1.386 -1.214 0.4 1.0 0.3
H 0.921 -1.216 -0.412 -2.0 0.3 0.6
```
Forces are in eV/Å.

Summary:
- Charge: -1
- Multiplicity: 1
- Highest occupied orbital energy: -2.49 eV

=====

The following total energy values (in Ha) correspond, in order, to the records above: -535.64662, -629.67351, -1943.47736, -552.63343.